Density functional theory data (ωB97M-V/def2-TZVPD) for a structure of composition C19H21FN2O2 in a non-equilibrium geometry.

Output
**E**: -29820.699 eV
**Highest occupied orbital energy**: -8.2 eV
**LUMO energy**: 0.4 eV
**Energy above the lowest of the compared OMol25 structures with the same formula, charge and spin**: 405.5 kcal/mol
**Kohn-Sham gap**: 8.6 eV

Cartesian coordinates (Å):
F: 6.6910 -1.8085 1.1796
O: -5.4945 -1.0469 -0.6960
O: -0.2647 3.1440 1.5431
N: 2.5450 0.7277 -1.2979
N: 0.1500 1.4608 -0.1558
C: -3.6862 -1.5790 0.5259
C: 0.8512 2.4749 -0.8682
C: -2.5376 -1.0677 1.1371
C: -5.9173 -2.5075 -0.6268
C: 2.3081 2.1689 -1.1178
C: -0.3393 1.7133 1.0377
C: 4.3565 -1.9633 0.6204
C: 1.1775 -0.0877 -1.5273
C: 3.3526 -1.1967 -0.3927
C: 3.4368 0.0034 -0.4762
C: 5.6064 -1.2246 0.6753
C: -3.2316 1.0399 0.7203
C: -4.2616 0.4503 -0.1267
C: -4.4738 -0.7797 -0.0325
C: -1.1700 0.9388 1.8912
C: 4.6505 0.5994 -0.5025
C: 0.0825 0.0778 -0.3813
C: 5.6425 0.0630 0.3493
C: -2.3590 0.1472 1.4600
H: 2.7459 2.7943 -1.8996
H: -0.8001 -0.3256 -0.8444
H: 2.5133 -1.8880 -0.2667
H: -6.2222 -2.8565 0.2205
H: -0.2863 -0.0278 2.4265
H: 0.7075 3.3452 -0.4044
H: -5.0903 1.2400 -0.4303
H: 1.4260 -1.0794 -1.9937
H: 4.8653 1.5731 -0.6975
H: 0.3782 -0.5217 0.3341
H: -5.0397 -3.0929 -1.2318
H: -1.4949 1.4751 3.0064
H: 0.2809 2.3493 -1.8750
H: 2.8176 2.3451 -0.3035
H: 4.3359 -3.2172 0.7859
H: -1.8900 -1.5718 1.7614
H: 6.6245 0.4366 0.4407
H: -3.1422 2.2655 0.9324
H: -3.7504 -2.7175 0.6130
H: 0.8552 0.4463 -2.2687
H: -6.9492 -2.7199 -1.2435

Atomic forces in eV per Å
F 0.61 -0.16 0.47
O -8.04 -6.09 -3.05
O 0.06 -7.26 -2.65
N -4.51 -2.23 -0.64
N -1.33 -0.64 4.52
C 6.43 -7.71 4.47
C -0.63 -3.94 -5.29
C -1.21 -4.88 0.82
C 1.23 1.76 -9.35
C -1.54 -1.98 -2.60
C -0.14 11.39 2.48
C 1.62 0.18 -3.83
C 3.64 -1.29 2.88
C 0.56 -16.70 8.17
C -0.77 11.83 -5.58
C -4.19 -4.94 1.82
C -1.73 1.73 -0.27
C 3.05 14.79 3.17
C -2.25 -2.09 -1.82
C 1.22 -4.66 7.77
C 4.21 -0.75 5.34
C 2.37 0.09 -7.67
C -0.17 1.66 -3.14
C -0.42 9.50 -3.48
H -0.32 -0.16 -0.32
H -0.91 0.29 0.03
H -0.43 0.94 -1.22
H -0.60 -1.70 5.83
H -2.27 2.65 -1.47
H -0.82 3.45 1.65
H 1.90 -2.13 -0.01
H -0.39 0.78 1.13
H -0.11 2.71 -1.35
H 1.17 -2.46 4.36
H -2.31 1.05 1.92
H 1.38 -0.90 -3.73
H 1.11 1.36 1.15
H 2.62 1.72 4.55
H -0.11 4.02 -0.44
H 1.48 -2.91 0.45
H 0.86 1.23 0.02
H -0.29 -3.53 -0.96
H -0.36 1.91 -0.46
H -2.34 2.76 -4.54
H 2.69 1.31 0.85